A cluster of 28 separate species, C42H75Cl54N2O4P in total. Source: the OMol25 dataset; level of theory: ωB97M-V with the def2-TZVPD basis set.

Its LUMO energy is 0.09 eV. The calculation puts the total energy at -741435.286 eV. For the highest occupied orbital energy, the calculation gives -8.27 eV. The molar mass is 2617.5 g/mol. As for the spin multiplicity: 1. The max |F| is 4.5 eV/A. Its net charge is 0.

Last columns: bonded neighbours and bond lengths (Å).
CARTESIAN COORDINATES (ANGSTROEM)
1 C -7.504 1.046 1.653  N2 1.479, H23 1.117, H24 1.122, H25 1.121
2 N -7.128 -0.333 2.032  C1 1.479, C3 1.484, H26 1.021
3 C -5.961 -0.371 2.948  N2 1.484, C4 1.606, H27 1.126, H28 1.113
4 C -4.811 -1.267 2.274  C3 1.606, C5 1.537, O11 1.464, C18 1.585
5 C -3.997 -0.467 1.246  C4 1.537, C6 1.472, C10 1.438
6 C -4.013 1.003 1.183  C5 1.472, C7 1.435, H29 1.095
7 C -3.163 1.605 0.195  C6 1.435, N8 1.337, H30 1.116
8 N -2.340 1.044 -0.696  C7 1.337, C9 1.348
9 C -2.338 -0.305 -0.698  N8 1.348, C10 1.442, H31 1.107
10 C -3.140 -1.044 0.245  C5 1.438, C9 1.442, H32 1.113
11 O -5.633 -2.354 1.739  C4 1.464, C12 1.388
12 C -5.998 -3.217 2.762  O11 1.388, O13 1.181, C14 1.576
13 O -6.943 -3.924 2.767  C12 1.181
14 C -4.993 -3.102 3.972  C12 1.576, P15 1.872, C18 1.566, H33 1.125
15 P -5.638 -2.718 5.686  C14 1.872, C16 1.891, O17 1.715
16 C -4.617 -1.302 6.413  P15 1.891, H34 1.125, H35 1.116, H36 1.120
17 O -5.211 -4.044 6.686  P15 1.715, H37 0.982
18 C -3.976 -2.091 3.342  C4 1.585, C14 1.566, C19 1.573, H38 1.115
19 C -2.801 -3.015 2.853  C18 1.573, C20 1.639, H39 1.109, H40 1.111
20 C -1.380 -2.276 3.198  C19 1.639, C21 1.615, O22 1.448, H41 1.140
21 C -0.841 -2.591 4.688  C20 1.615, O22 1.565, H42 1.105, H43 1.112
22 O -0.252 -3.171 3.359  C20 1.448, C21 1.565
23 H -7.402 1.790 2.480  C1 1.117
24 H -6.893 1.313 0.751  C1 1.122
25 H -8.557 0.998 1.272  C1 1.121
26 H -7.907 -0.764 2.531  N2 1.021
27 H -6.343 -0.851 3.893  C3 1.126
28 H -5.602 0.637 3.251  C3 1.113
29 H -4.633 1.624 1.838  C6 1.095
30 H -3.186 2.721 0.174  C7 1.116
31 H -1.678 -0.836 -1.408  C9 1.107
32 H -3.072 -2.153 0.175  C10 1.113
33 H -4.666 -4.173 4.078  C14 1.125
34 H -3.527 -1.553 6.291  C16 1.125
35 H -4.847 -0.334 5.906  C16 1.116
36 H -4.803 -1.252 7.516  C16 1.120
37 H -5.222 -3.651 7.586  O17 0.982
38 H -3.463 -1.347 3.994  C18 1.115
39 H -2.773 -3.255 1.770  C19 1.109
40 H -2.660 -3.955 3.429  C19 1.111
41 H -1.207 -1.226 2.791  C20 1.140
42 H 0.180 -2.297 4.990  C21 1.105
43 H -1.341 -3.472 5.148  C21 1.112
44 C -7.579 -5.059 8.526  Cl45 1.776, Cl46 1.766, H47 1.087, H48 1.085
45 Cl -6.661 -4.291 9.838  C44 1.776
46 Cl -8.185 -6.646 9.013  C44 1.766
47 H -8.421 -4.424 8.266  C44 1.087
48 H -6.928 -5.178 7.665  C44 1.085
49 C -2.337 2.485 4.625  Cl50 1.764, Cl51 1.774, H52 1.087, H53 1.087
50 Cl -0.702 2.129 5.184  C49 1.764
51 Cl -2.838 1.315 3.389  C49 1.774
52 H -3.020 2.431 5.468  C49 1.087
53 H -2.358 3.483 4.195  C49 1.087
54 C -9.834 -2.475 10.129  Cl55 1.767, Cl56 1.768, H57 1.086, H58 1.086
55 Cl -11.480 -2.806 10.680  C54 1.767
56 Cl -9.834 -1.558 8.617  C54 1.768
57 H -9.316 -1.900 10.891  C54 1.086
58 H -9.321 -3.418 9.967  C54 1.086
59 C -4.806 -0.742 -3.609  Cl60 1.772, Cl61 1.765, H62 1.084, H63 1.086
60 Cl -3.765 -2.147 -3.894  C59 1.772
61 Cl -4.532 -0.058 -2.005  C59 1.765
62 H -4.588 0.014 -4.354  C59 1.084
63 H -5.844 -1.052 -3.689  C59 1.086
64 C 2.771 2.091 2.786  Cl65 1.767, Cl66 1.766, H67 1.086, H68 1.085
65 Cl 3.174 1.962 4.501  C64 1.767
66 Cl 1.276 1.226 2.420  C64 1.766
67 H 2.648 3.139 2.530  C64 1.086
68 H 3.577 1.660 2.201  C64 1.085
69 C -4.085 2.591 -6.173  Cl70 1.771, Cl71 1.769, H72 1.086, H73 1.086
70 Cl -5.509 1.548 -6.327  C69 1.771
71 Cl -3.446 2.580 -4.524  C69 1.769
72 H -3.316 2.232 -6.850  C69 1.086
73 H -4.365 3.607 -6.436  C69 1.086
74 C -4.016 2.563 8.674  Cl75 1.769, Cl76 1.767, H77 1.086, H78 1.086
75 Cl -4.673 3.144 7.138  C74 1.769
76 Cl -3.038 1.110 8.446  C74 1.767
77 H -3.393 3.341 9.106  C74 1.086
78 H -4.839 2.333 9.344  C74 1.086
79 C 4.764 -0.193 -0.008  Cl80 1.766, Cl81 1.772, H82 1.088, H83 1.087
80 Cl 3.317 0.771 -0.317  C79 1.766
81 Cl 6.231 0.797 -0.105  C79 1.772
82 H 4.696 -0.622 0.989  C79 1.088
83 H 4.825 -0.986 -0.749  C79 1.087
84 C 7.493 -1.130 3.173  Cl85 1.770, Cl86 1.765, H87 1.087, H88 1.084
85 Cl 6.080 -0.127 3.532  C84 1.770
86 Cl 7.335 -2.726 3.908  C84 1.765
87 H 7.582 -1.248 2.096  C84 1.087
88 H 8.379 -0.643 3.564  C84 1.084
89 C -2.768 0.583 -9.192  Cl90 1.771, Cl91 1.769, H92 1.089, H93 1.088
90 Cl -1.512 1.627 -8.507  C89 1.771
91 Cl -3.725 1.448 -10.403  C89 1.769
92 H -2.291 -0.279 -9.656  C89 1.089
93 H -3.429 0.254 -8.393  C89 1.088
94 C -1.553 -2.974 -11.382  Cl95 1.766, Cl96 1.770, H97 1.086, H98 1.086
95 Cl -0.518 -4.380 -11.651  C94 1.766
96 Cl -1.300 -2.286 -9.771  C94 1.770
97 H -1.321 -2.219 -12.127  C94 1.086
98 H -2.591 -3.278 -11.473  C94 1.086
99 C 5.807 3.205 7.152  Cl100 1.772, Cl101 1.768, H102 1.091, H103 1.087
100 Cl 4.149 2.957 7.727  C99 1.772
101 Cl 5.847 4.222 5.706  C99 1.768
102 H 6.386 3.688 7.940  C99 1.091
103 H 6.244 2.238 6.915  C99 1.087
104 C 11.245 -1.785 5.512  Cl105 1.767, Cl106 1.767, H107 1.086, H108 1.086
105 Cl 10.714 -3.367 4.930  C104 1.767
106 Cl 10.691 -0.485 4.452  C104 1.767
107 H 10.839 -1.624 6.507  C104 1.086
108 H 12.331 -1.768 5.549  C104 1.086
109 C 8.915 4.971 9.332  Cl110 1.767, Cl111 1.767, H112 1.086, H113 1.086
110 Cl 8.400 3.383 8.754  C109 1.767
111 Cl 8.345 6.258 8.264  C109 1.767
112 H 8.508 5.132 10.326  C109 1.086
113 H 10.000 4.996 9.367  C109 1.086
114 C 11.370 3.425 5.565  Cl115 1.769, Cl116 1.766, H117 1.086, H118 1.086
115 Cl 11.753 3.278 7.286  C114 1.769
116 Cl 9.862 2.597 5.166  C114 1.766
117 H 11.267 4.477 5.317  C114 1.086
118 H 12.178 2.986 4.987  C114 1.086
119 C 7.208 -1.518 -2.724  Cl120 1.771, Cl121 1.766, H122 1.086, H123 1.086
120 Cl 6.328 -2.739 -1.792  C119 1.771
121 Cl 8.665 -2.196 -3.457  C119 1.766
122 H 6.560 -1.143 -3.511  C119 1.086
123 H 7.493 -0.708 -2.060  C119 1.086
124 C -2.053 4.205 -12.716  Cl125 1.768, Cl126 1.771, H127 1.083, H128 1.086
125 Cl -3.119 4.252 -14.126  C124 1.768
126 Cl -0.352 4.122 -13.199  C124 1.771
127 H -2.207 5.102 -12.129  C124 1.083
128 H -2.294 3.328 -12.121  C124 1.086
129 C -4.687 6.827 -10.346  Cl130 1.766, Cl131 1.770, H132 1.086, H133 1.086
130 Cl -3.976 7.945 -9.178  C129 1.766
131 Cl -3.934 5.228 -10.248  C129 1.770
132 H -5.749 6.729 -10.138  C129 1.086
133 H -4.541 7.223 -11.346  C129 1.086
134 C -5.461 -1.664 -12.690  Cl135 1.768, Cl136 1.769, H137 1.086, H138 1.086
135 Cl -4.451 -3.081 -13.007  C134 1.768
136 Cl -5.180 -1.010 -11.071  C134 1.769
137 H -5.227 -0.897 -13.422  C134 1.086
138 H -6.504 -1.952 -12.776  C134 1.086
139 C 6.999 -6.777 2.977  Cl140 1.770, Cl141 1.770, H142 1.086, H143 1.089
140 Cl 8.326 -5.843 3.683  C139 1.770
141 Cl 6.041 -5.795 1.858  C139 1.770
142 H 7.414 -7.622 2.434  C139 1.086
143 H 6.351 -7.134 3.775  C139 1.089
144 C 6.674 -2.468 7.608  Cl145 1.767, Cl146 1.771, H147 1.086, H148 1.086
145 Cl 6.388 -3.872 8.643  C144 1.767
146 Cl 8.135 -1.596 8.097  C144 1.771
147 H 6.793 -2.805 6.582  C144 1.086
148 H 5.822 -1.798 7.680  C144 1.086
149 C 9.797 1.690 0.257  Cl150 1.767, Cl151 1.767, H152 1.086, H153 1.085
150 Cl 10.721 0.249 -0.184  C149 1.767
151 Cl 10.150 2.205 1.910  C149 1.767
152 H 10.055 2.496 -0.425  C149 1.086
153 H 8.739 1.465 0.180  C149 1.085
154 C -8.965 7.851 -9.015  Cl155 1.768, Cl156 1.767, H157 1.086, H158 1.086
155 Cl -8.845 6.558 -10.215  C154 1.768
156 Cl -7.383 8.243 -8.333  C154 1.767
157 H -9.372 8.738 -9.492  C154 1.086
158 H -9.623 7.527 -8.213  C154 1.086
159 C 2.056 6.777 -14.662  Cl160 1.768, Cl161 1.770, H162 1.086, H163 1.087
160 Cl 3.316 7.806 -13.970  C159 1.768
161 Cl 1.101 7.654 -15.867  C159 1.770
162 H 2.523 5.920 -15.139  C159 1.086
163 H 1.397 6.443 -13.865  C159 1.087
164 C 1.754 3.541 -16.463  Cl165 1.766, Cl166 1.771, H167 1.087, H168 1.086
165 Cl 1.862 2.249 -17.661  C164 1.766
166 Cl 3.347 3.921 -15.786  C164 1.771
167 H 1.351 4.431 -16.938  C164 1.087
168 H 1.097 3.223 -15.659  C164 1.086
169 C 2.859 -4.632 3.873  Cl170 1.769, Cl171 1.769, H172 1.086, H173 1.086
170 Cl 2.559 -6.037 4.905  C169 1.769
171 Cl 4.318 -3.765 4.371  C169 1.769
172 H 2.984 -4.968 2.848  C169 1.086
173 H 2.008 -3.960 3.940  C169 1.086
174 C 4.264 -9.897 3.170  Cl175 1.767, Cl176 1.768, H177 1.086, H178 1.086
175 Cl 5.489 -10.917 2.408  C174 1.767
176 Cl 4.990 -8.773 4.326  C174 1.768
177 H 3.753 -9.326 2.400  C174 1.086
178 H 3.554 -10.530 3.694  C174 1.086